{
  "formula": "C5H5NO",
  "method": "wB97M-V/def2-TZVPD",
  "symbols": ["C", "C", "C", "C", "C", "N", "O", "H", "H", "H", "H", "H"],
  "xyz": [[-2.12754, 0.34232, -0.52323], [-1.94069, 1.36808, -1.15893], [1.37477, 0.01067, -0.06223], [1.01829, -1.39833, 0.24985], [0.14782, -0.63002, 1.29367], [0.97277, 0.41977, 1.21974], [1.41041, 0.63466, -1.10528], [-2.21716, -0.59178, -0.15631], [0.60882, -2.01758, -0.52669], [1.86041, -1.96662, 0.68474], [-1.87458, 2.37683, -1.38239], [0.76667, 1.45200, 1.46706]],
  "nbo_charge": [-0.2284, -0.2208, 0.6466, -0.6118, 0.2052, -0.6170, -0.5467, 0.2206, 0.2446, 0.2545, 0.2250, 0.4281],
  "charge": 0,
  "homo_energy_ev": -9.39,
  "relative_energy_kj_mol": 536.99,
  "e_lumo_ev": 0.42
}